Record 1
# C22H31N3O4

One molecule with the formula C22H31N3O4 (the ωB97M-V functional and the def2-TZVPD basis, the Open Molecules 2025 dataset).

```
60
Properties=species:S:1:pos:R:3:forces:R:3
C 2.101 -0.598 3.470 -0.125 0.172 0.145
O 2.524 -1.554 2.520 0.119 -0.243 -0.229
C 2.672 -1.167 1.226 0.058 -0.063 -0.232
C 2.952 -2.173 0.304 0.001 0.163 0.279
C 3.095 -1.882 -1.038 0.005 0.029 -0.185
C 2.956 -0.577 -1.501 -0.039 0.127 0.217
O 3.069 -0.207 -2.814 -0.043 0.201 0.279
C 3.260 -1.213 -3.777 0.034 -0.134 -0.177
C 2.697 0.443 -0.580 0.140 -0.160 -0.381
C 2.571 1.874 -1.063 0.086 -0.153 0.200
C 1.378 2.520 -0.475 -0.370 0.169 -0.438
N 0.224 2.713 -1.021 0.935 -0.455 -0.883
N -0.575 3.268 -0.082 -0.490 0.628 1.091
C 0.130 3.390 0.995 -0.305 0.164 -0.365
C -0.311 3.846 2.335 0.043 0.003 0.107
C -1.663 3.210 2.687 0.223 -0.178 0.004
C -1.591 1.702 2.445 -0.524 0.554 -0.172
O -1.018 0.947 3.208 0.330 -0.263 0.352
N -2.219 1.304 1.325 -0.283 -0.185 -0.145
C -2.211 -0.071 0.842 0.126 0.058 -0.052
C -0.878 -0.348 0.132 -0.086 -0.186 0.253
C -0.648 -1.811 -0.258 0.122 0.080 -0.109
C -0.852 -2.106 -1.745 -0.135 0.081 0.054
C -2.104 -1.512 -2.386 0.006 -0.325 0.023
C -3.441 -2.031 -1.860 0.109 0.089 0.025
C -3.795 -1.693 -0.407 -0.052 0.074 -0.151
C -3.488 -0.251 0.013 -0.006 -0.236 0.293
O 1.389 2.943 0.812 0.170 -0.015 0.065
C 2.566 0.142 0.767 0.063 -0.206 0.297
H 2.837 0.204 3.586 -0.003 -0.012 -0.009
H 2.017 -1.142 4.409 0.005 0.077 -0.024
H 1.125 -0.173 3.218 0.051 0.002 -0.030
H 3.049 -3.187 0.658 0.002 -0.135 0.040
H 3.307 -2.688 -1.721 0.015 -0.068 -0.097
H 3.273 -0.699 -4.738 0.009 -0.094 0.035
H 2.442 -1.941 -3.769 0.030 0.014 0.017
H 4.212 -1.733 -3.635 -0.045 0.005 0.007
H 3.461 2.437 -0.770 0.002 0.022 -0.134
H 2.475 1.879 -2.147 -0.008 0.143 0.105
H 0.448 3.542 3.057 -0.060 0.063 -0.002
H -0.396 4.935 2.352 0.077 -0.053 0.049
H -2.450 3.653 2.079 -0.017 0.031 0.044
H -1.874 3.384 3.742 -0.066 -0.033 -0.062
H -2.460 2.008 0.641 0.041 0.052 0.159
H -2.261 -0.708 1.734 -0.034 0.016 -0.129
H -0.098 -0.053 0.837 -0.039 0.075 -0.033
H -0.780 0.300 -0.741 0.008 0.096 -0.011
H -1.284 -2.454 0.348 0.022 -0.093 0.079
H 0.382 -2.079 -0.017 -0.088 -0.031 0.054
H 0.009 -1.706 -2.287 0.083 -0.056 -0.024
H -0.854 -3.190 -1.886 0.061 -0.053 -0.099
H -2.072 -0.426 -2.301 0.002 0.108 -0.083
H -2.066 -1.743 -3.455 -0.001 0.119 -0.010
H -3.474 -3.117 -1.978 -0.062 -0.045 -0.095
H -4.221 -1.612 -2.503 -0.050 -0.069 -0.007
H -4.867 -1.870 -0.293 0.051 -0.038 0.071
H -3.298 -2.382 0.274 -0.047 -0.049 0.062
H -3.439 0.393 -0.867 -0.034 0.138 -0.069
H -4.309 0.116 0.634 0.031 0.055 -0.049
H 2.378 0.943 1.463 -0.048 0.025 0.079
```
Positions in Å, forces in eV/Å.

Energy ... -1322.14793 Ha
SMILES string ... COc1ccc(OC)c(Cc2nnc(CCC(=O)NC3CCCCCCC3)o2)c1
HOMO energy ... -7.94 eV
Kohn-Sham gap ... 8.7 eV
E_LUMO ... 0.8 eV
Largest force on an atom ... 1.36 eV/A
Total charge ... 0
M ... 401.507 g mol⁻¹
Relative energy (zero: lowest compared OMol25 entry of this formula, charge and spin) ... 271.3 kJ/mol

=====

Record 2
# C15H32N3O7P2SiV

C15H32N3O7P2SiV as an isolated structure (the ωB97M-V functional and the def2-TZVPD basis, the Open Molecules 2025 dataset).

```
61
Properties=species:S:1:pos:R:3:forces:R:3
V 0.714 -0.384 -0.003 0.179 0.130 0.013
C 3.125 -2.902 0.359 -0.021 -0.007 -0.008
P 2.948 -1.292 -0.434 -0.109 0.069 0.051
C 3.216 -1.501 -2.205 0.012 0.017 0.011
C 4.270 -0.241 0.188 0.000 -0.007 0.031
H 4.124 -3.294 0.158 0.005 -0.002 0.000
H 2.388 -3.604 -0.031 0.005 -0.004 -0.007
H 2.986 -2.804 1.435 0.003 0.007 0.007
H 4.213 -1.914 -2.369 0.010 -0.005 -0.008
H 3.146 -0.540 -2.714 0.002 0.007 0.003
H 2.477 -2.183 -2.623 -0.012 -0.009 -0.011
H 5.228 -0.715 -0.037 0.003 0.002 0.001
H 4.186 -0.114 1.267 -0.004 0.001 -0.006
H 4.234 0.733 -0.299 0.002 0.009 0.000
O -0.387 -1.852 3.529 0.017 0.034 0.061
C -0.452 -1.023 2.693 0.158 -0.005 -0.010
O 0.366 -1.128 1.549 -0.049 0.105 -0.377
C -1.339 0.170 2.667 -0.033 -0.009 -0.042
C -1.788 0.746 3.856 0.017 -0.018 0.035
C -2.644 1.837 3.816 -0.026 0.026 0.030
C -3.094 2.346 2.603 -0.013 0.026 0.017
C -2.650 1.737 1.442 0.045 0.040 -0.014
C -1.778 0.669 1.457 0.029 -0.017 -0.077
N -3.134 2.185 0.134 -0.119 -0.223 -0.132
O -3.937 3.062 0.071 0.012 0.097 0.018
O -2.687 1.580 -0.864 0.039 0.020 0.052
H -1.462 0.337 4.804 -0.001 0.000 -0.020
H -2.978 2.291 4.740 0.001 -0.003 -0.013
H -3.778 3.182 2.559 0.002 0.000 -0.003
H -1.553 0.209 0.503 -0.042 -0.035 0.104
N -3.605 -0.299 -2.649 0.088 0.032 0.067
C -2.348 -1.023 -3.038 -0.052 0.037 0.031
P -1.663 -1.916 -1.572 -0.028 0.055 -0.050
O -0.218 -1.417 -1.386 -0.066 0.150 0.311
O -2.643 -1.827 -0.459 0.030 0.003 -0.069
C -1.589 -3.724 -1.981 -0.033 -0.018 0.034
N -2.087 -4.468 -0.766 0.037 0.042 -0.082
H -3.393 0.547 -2.072 0.019 -0.013 0.004
H -4.203 -0.890 -2.064 -0.027 -0.014 0.000
H -4.135 -0.005 -3.473 -0.007 0.012 -0.017
H -1.627 -0.294 -3.400 0.002 0.036 -0.010
H -2.583 -1.702 -3.858 0.016 -0.027 0.006
H -0.600 -4.085 -2.252 0.026 0.007 0.024
H -2.271 -3.944 -2.800 -0.005 -0.034 0.000
H -2.773 -3.868 -0.277 -0.023 0.034 0.011
H -1.341 -4.667 -0.096 0.026 -0.009 -0.003
H -2.520 -5.363 -1.011 -0.017 -0.006 -0.015
C 0.210 3.832 0.350 -0.003 0.113 0.000
Si 1.745 2.815 0.256 -0.198 -0.055 -0.125
C 2.900 3.300 -1.102 0.048 0.026 -0.008
C 2.518 2.469 1.909 0.024 0.054 0.035
O 1.102 1.218 -0.284 0.054 -0.569 0.145
H 0.486 4.860 0.610 -0.027 -0.035 -0.014
H -0.462 3.475 1.133 0.011 -0.008 -0.011
H -0.321 3.869 -0.603 0.010 -0.008 0.025
H 2.904 4.390 -1.193 0.023 -0.027 0.018
H 2.583 2.904 -2.069 -0.013 0.020 0.013
H 3.930 2.994 -0.915 -0.021 -0.005 -0.022
H 3.578 2.734 1.913 -0.015 -0.015 0.013
H 2.435 1.425 2.216 -0.011 -0.022 -0.009
H 2.031 3.067 2.682 0.021 0.000 -0.009
```
Positions in Å, forces in eV/Å.

Energy ... -3197.13067 Ha
HOMO energy (alpha / beta) ... -17.97 / -17.97 eV
Kohn-Sham gap (alpha / beta) ... 8.2 / 8.8 eV
E_LUMO (alpha / beta) ... -9.8 / -9.2 eV
Largest force on an atom ... 0.59 eV/A
⟨S²⟩ ... 0.762
Total charge ... +3
M ... 507.413 g mol⁻¹
Multiplicity ... 2
Relative energy (zero: lowest compared OMol25 entry of this formula, charge and spin) ... 62.6 kJ/mol

=====

Record 3
# C39H41BrF5N7O5PRbS2Se

C39H41BrF5N7O5PRbS2Se as an isolated structure (the ωB97M-V functional and the def2-TZVPD basis, the Open Molecules 2025 dataset).

```
103
Properties=species:S:1:pos:R:3:forces:R:3
Rb -0.053 -1.574 -0.912 0.216 -0.115 -0.403
S 0.442 -3.082 -3.851 -0.015 0.103 0.106
C -0.046 -1.728 -4.823 0.052 -0.021 -0.093
C 0.899 -1.157 -5.697 0.008 -0.044 0.030
C 0.618 -0.111 -6.568 0.016 -0.009 -0.017
C 1.644 0.408 -7.423 -0.010 0.015 -0.012
N 2.470 0.827 -8.110 -0.030 -0.018 0.033
C -0.686 0.416 -6.594 -0.002 0.036 0.050
C -1.633 -0.119 -5.729 -0.008 0.026 0.023
C -1.364 -1.152 -4.818 -0.042 0.057 0.019
S -2.627 -1.624 -3.728 -0.022 -0.134 0.084
C -1.048 1.504 -7.450 0.009 -0.036 -0.069
N -1.364 2.378 -8.133 0.014 -0.013 0.052
H 1.900 -1.568 -5.679 0.005 0.002 -0.012
H -2.634 0.293 -5.733 0.001 0.006 -0.005
C 2.556 -3.362 1.529 -0.015 0.070 -0.051
O 1.421 -2.514 1.761 0.150 -0.135 -0.159
C 1.235 -2.092 3.017 -0.139 0.101 0.094
C 2.048 -2.401 4.086 0.091 -0.043 0.104
C 1.714 -1.930 5.358 -0.050 0.020 -0.100
Br 2.848 -2.362 6.816 0.022 -0.010 0.044
C 0.594 -1.176 5.575 0.036 0.009 0.028
C -0.239 -0.849 4.490 -0.151 0.091 0.141
C 0.083 -1.283 3.210 0.227 -0.186 -0.106
O -0.618 -1.024 2.111 0.017 -0.076 -0.408
C -1.476 -0.099 4.680 0.180 -0.089 0.076
N -2.292 0.205 3.706 -0.151 0.072 0.057
C -3.352 0.873 4.291 0.001 -0.018 -0.141
C -4.499 1.401 3.706 -0.028 0.005 -0.011
C -5.414 2.018 4.539 0.019 -0.005 0.018
C -5.197 2.110 5.922 -0.036 0.022 -0.035
C -4.060 1.589 6.514 0.016 -0.017 -0.002
C -3.147 0.968 5.671 0.024 0.020 0.100
N -1.934 0.343 5.895 -0.055 0.020 0.020
H 2.450 -4.290 2.100 -0.004 0.012 -0.025
H 3.480 -2.841 1.767 -0.022 0.029 0.025
H 2.570 -3.568 0.463 -0.057 -0.030 -0.005
H 2.940 -2.993 3.944 -0.027 0.033 0.020
H 0.369 -0.836 6.577 -0.011 -0.002 -0.003
H -1.402 -0.456 2.289 -0.080 0.119 0.197
H -4.655 1.317 2.637 0.005 -0.001 0.023
H -6.319 2.437 4.119 -0.003 0.002 0.005
H -5.938 2.601 6.540 0.010 -0.005 0.005
H -3.899 1.662 7.582 0.006 -0.002 -0.004
H -1.486 0.205 6.781 0.018 0.001 0.014
C -0.500 1.603 -2.844 -0.017 0.023 0.003
N 0.665 2.470 -2.791 -0.031 0.041 -0.001
C 1.077 2.933 -4.115 0.004 -0.044 0.012
C 1.645 2.096 -1.890 0.060 -0.086 -0.089
N 1.527 1.004 -1.225 -0.008 -0.031 0.176
N 2.719 2.989 -1.802 -0.018 -0.006 0.006
C 3.864 2.563 -1.022 -0.023 0.007 0.017
C 2.389 4.389 -1.607 0.022 0.001 -0.022
H -1.271 2.079 -3.451 0.014 0.007 -0.013
H -0.888 1.444 -1.841 0.017 0.003 -0.006
H -0.274 0.630 -3.288 -0.001 -0.023 -0.020
H 1.102 2.095 -4.820 0.010 0.001 -0.011
H 2.069 3.376 -4.073 -0.015 0.001 0.001
H 0.368 3.673 -4.492 -0.018 -0.015 0.013
H 2.273 0.909 -0.542 0.012 0.036 0.008
H 3.673 2.592 0.062 0.005 -0.012 -0.015
H 4.697 3.234 -1.234 0.006 -0.001 0.000
H 4.170 1.552 -1.285 -0.005 0.029 -0.012
H 1.517 4.663 -2.194 0.000 0.002 0.017
H 3.231 5.010 -1.919 0.006 -0.004 -0.004
H 2.179 4.608 -0.549 -0.006 0.002 -0.005
F 10.219 -3.714 0.668 0.073 -0.035 0.006
C 9.040 -3.074 0.568 -0.022 0.019 -0.011
C 8.980 -1.772 0.109 -0.058 -0.018 0.020
F 10.118 -1.145 -0.237 0.051 0.022 -0.010
C 7.763 -1.125 0.013 0.054 0.000 -0.016
F 7.800 0.138 -0.435 -0.026 0.047 -0.018
C 6.547 -1.721 0.355 -0.146 0.141 -0.023
Se 4.890 -0.815 0.195 0.148 -0.100 0.148
C 6.661 -3.031 0.814 0.013 -0.076 0.032
F 5.567 -3.719 1.192 -0.005 -0.022 -0.004
C 7.864 -3.704 0.922 -0.029 0.058 -0.007
F 7.902 -4.969 1.376 0.008 -0.049 0.018
C -5.781 -1.135 -2.211 -0.041 -0.073 -0.081
C -5.194 0.227 -1.931 0.020 0.087 0.204
O -4.564 0.273 -0.620 -0.048 -0.036 -0.172
P -2.976 -0.126 -0.634 0.046 0.175 0.165
O -2.971 -1.610 0.022 0.021 0.014 0.037
C -3.669 -1.928 1.236 -0.005 -0.002 0.004
C -4.835 -2.841 0.933 -0.043 -0.041 -0.003
O -2.525 0.667 0.754 -0.297 0.110 -0.017
C -2.405 2.088 0.637 0.082 -0.080 -0.058
C -1.085 2.526 1.230 0.035 0.060 0.017
H -6.223 -1.140 -3.210 -0.023 0.015 0.027
H -6.548 -1.394 -1.477 0.009 0.013 -0.030
H -5.000 -1.898 -2.215 -0.007 0.039 0.030
H -5.963 1.000 -1.905 -0.024 0.014 -0.036
H -4.453 0.471 -2.696 -0.007 -0.028 -0.019
H -3.995 -1.011 1.730 -0.013 -0.035 -0.011
H -2.946 -2.415 1.893 0.004 -0.015 -0.021
H -5.606 -2.307 0.376 0.042 -0.032 0.024
H -5.269 -3.220 1.861 0.000 0.025 0.000
H -4.504 -3.690 0.332 0.000 0.015 0.012
H -3.256 2.551 1.143 0.013 0.021 0.033
H -2.460 2.381 -0.419 -0.004 0.005 0.010
H -1.026 2.243 2.283 0.007 -0.012 -0.036
H -0.972 3.610 1.153 -0.019 -0.017 0.000
H -0.259 2.056 0.690 -0.008 -0.002 0.020
```
Positions in Å, forces in eV/Å.

Energy ... -8907.01507 Ha
HOMO energy ... -1.31 eV
Kohn-Sham gap ... 4.2 eV
E_LUMO ... 2.9 eV
Largest force on an atom ... 0.47 eV/A
Total charge ... -2
M ... 1122.231 g mol⁻¹
Relative energy (zero: lowest compared OMol25 entry of this formula, charge and spin) ... 93.2 kJ/mol

=====

Record 4
# C17H19NO5

One molecule with the formula C17H19NO5 (the ωB97M-V functional and the def2-TZVPD basis, the Open Molecules 2025 dataset).

```
42
Properties=species:S:1:pos:R:3:forces:R:3
C -3.222 2.346 -0.412 -0.065 0.285 0.043
O -2.029 1.596 -0.595 0.025 -0.193 -0.163
C -0.896 2.206 -0.242 0.125 -0.051 -0.297
O -0.810 3.360 0.073 0.021 0.114 0.009
C 0.296 1.257 -0.418 -0.074 0.299 0.434
C 1.553 1.865 0.230 -0.190 -0.111 -0.224
C 2.730 0.954 0.044 -0.077 0.142 0.072
C 3.499 1.010 -1.113 -0.011 -0.087 0.163
C 4.557 0.146 -1.309 0.234 -0.271 0.029
C 4.866 -0.804 -0.340 -0.294 0.173 0.112
O 5.916 -1.641 -0.567 0.189 -0.130 -0.045
C 4.102 -0.872 0.818 0.157 -0.114 -0.064
C 3.045 0.001 1.003 0.050 0.072 -0.119
N -0.028 -0.032 0.154 0.250 0.096 -0.329
C -0.664 -0.119 1.342 0.304 -0.738 -0.094
O -1.018 0.864 1.959 -0.144 0.307 0.365
C -0.930 -1.538 1.814 -0.235 0.172 0.081
C -2.413 -1.868 1.594 0.258 -0.189 -0.217
C -2.817 -1.672 0.170 -0.913 0.370 0.366
C -3.944 -1.133 -0.373 0.476 -0.254 0.325
C -3.783 -1.204 -1.779 0.426 -0.233 -0.243
C -2.572 -1.779 -1.986 -0.621 0.305 -0.542
O -1.979 -2.071 -0.813 0.337 -0.286 0.280
H -3.423 2.458 0.655 -0.017 -0.001 -0.043
H -4.013 1.778 -0.895 0.026 0.016 0.028
H -3.119 3.335 -0.862 -0.073 -0.088 0.033
H 0.453 1.119 -1.493 -0.037 0.013 0.105
H 1.341 2.016 1.288 -0.013 0.078 -0.028
H 1.732 2.839 -0.226 0.005 0.023 0.074
H 3.271 1.748 -1.868 -0.019 0.103 -0.097
H 5.160 0.190 -2.201 0.078 0.016 -0.119
H 6.034 -2.230 0.188 -0.046 0.098 -0.089
H 4.339 -1.606 1.577 0.027 -0.064 0.064
H 2.459 -0.057 1.909 -0.056 0.014 0.109
H 0.236 -0.864 -0.346 -0.104 0.031 0.119
H -0.303 -2.248 1.274 0.020 -0.021 0.044
H -0.707 -1.597 2.880 0.082 0.017 -0.065
H -2.596 -2.904 1.897 -0.018 0.069 0.050
H -3.029 -1.216 2.215 -0.003 -0.047 -0.039
H -4.782 -0.735 0.161 -0.139 0.088 0.201
H -4.475 -0.871 -2.526 -0.085 0.046 -0.222
H -2.036 -2.029 -2.880 0.144 -0.068 -0.066
```
Positions in Å, forces in eV/Å.

Energy ... -1090.18066 Ha
SMILES string ... COC(=O)[C@@H](Cc1ccc(O)cc1)NC(=O)CCc1ccco1
HOMO energy ... -8.53 eV
Kohn-Sham gap ... 9.1 eV
E_LUMO ... 0.6 eV
Largest force on an atom ... 1.05 eV/A
Total charge ... 0
M ... 317.341 g mol⁻¹
Relative energy (zero: lowest compared OMol25 entry of this formula, charge and spin) ... 202.8 kJ/mol